# 1
A 2-piece molecular cluster, C2H4N2 overall. Source: the OMol25 dataset; level of theory: ωB97M-V/def2-TZVPD.

Output
- HOMO-LUMO gap (spin up / spin down) (eV) = 8.992 / 8.539
- highest occupied orbital energy (spin up / spin down) (eV) = -8.86 / -8.39
- 2S+1 = 1
- ΔE to the lowest compared entry with this formula, charge and spin (eV) = 4.484

The geometry in XYZ format:
```
8
Properties=species:S:1:pos:R:3:forces:R:3:mulliken_charge:R:1
C -1.6659 0.0623 0.0525 -1.28 2.57 2.54 -0.170
C 1.0737 -0.2203 0.2201 1.37 0.90 -0.64 -0.032
N 2.1858 0.0879 -0.3021 -2.35 -1.06 -0.70 -0.414
N -0.9870 -0.6891 -0.5906 4.73 -2.12 -1.74 -0.352
H -2.6852 0.1773 -0.3082 -0.48 0.23 0.46 0.286
H -1.2657 0.6230 0.9440 -0.73 -0.11 -0.59 0.152
H 0.9872 -0.0046 1.3261 -0.66 -0.44 -0.85 0.259
H 2.3572 -0.0365 -1.3418 -0.60 0.03 1.52 0.271
```
Positions in Å, forces in eV/Å.


# 2
C30H49FFeP2 as an isolated structure. Source: the OMol25 dataset; level of theory: ωB97M-V/def2-TZVPD.

Output
- HOMO-LUMO gap (spin up / spin down) (eV) = 4.538 / 6.036
- highest occupied orbital energy (spin up / spin down) (eV) = -7.18 / -9.58
- 2S+1 = 6
- charge = +1
- <S²> = 8.79
- ΔE to the lowest compared entry with this formula, charge and spin (eV) = 5.087

The geometry in XYZ format:
```
83
Properties=species:S:1:pos:R:3:forces:R:3:lowdin_spin:R:1
Fe -0.0635 0.0259 -3.1383 3.57 -2.01 5.98 2.947
C -0.7637 -2.9854 -0.0511 1.09 0.56 2.99 0.177
C 0.1335 -2.8979 -1.1664 2.54 0.70 0.48 0.273
C 1.3033 -2.3117 0.7241 -0.01 -0.19 -1.70 0.295
C -0.0245 -2.6568 1.1201 -1.80 -0.52 -1.97 0.074
C 1.4083 -2.4536 -0.6938 -1.95 -0.44 0.15 0.014
C -2.1825 -3.3769 -0.1210 -0.78 -0.14 -0.10 0.026
H -2.6633 -2.9259 -1.0028 0.02 -0.16 0.19 0.004
H -2.7381 -3.0457 0.7677 0.10 -0.11 -0.23 0.001
H -2.3295 -4.4684 -0.1970 0.10 0.31 -0.04 0.010
C -0.5303 -2.6217 2.5037 -0.20 0.12 0.75 0.004
H -1.5620 -2.9927 2.5572 0.28 0.06 0.10 0.000
H -0.5168 -1.5848 2.8856 -0.11 -0.43 0.18 0.002
H 0.0877 -3.2257 3.1924 -0.29 0.20 -0.21 0.001
C 2.3962 -1.8786 1.6046 0.43 0.27 0.58 0.056
H 3.2811 -2.5327 1.5253 -0.27 0.24 0.00 0.016
H 2.0788 -1.8629 2.6561 0.15 -0.03 -0.21 -0.001
H 2.7139 -0.8594 1.3238 0.07 -0.28 0.11 0.016
C 2.6266 -2.3163 -1.5118 0.81 0.05 -0.73 -0.006
H 2.8711 -3.2671 -2.0191 0.03 0.33 0.17 -0.003
H 3.4988 -2.0381 -0.9037 -0.22 -0.07 -0.17 0.000
H 2.5271 -1.5553 -2.3101 0.05 -0.25 0.36 0.002
C -0.1539 -3.4305 -2.4992 -0.05 -0.37 -0.94 0.066
H -0.3078 -4.5240 -2.4036 -0.05 0.35 -0.18 0.019
H 0.6842 -3.2720 -3.2011 -0.41 -0.04 0.32 0.003
H -1.0675 -2.9983 -2.9482 0.31 -0.23 0.20 0.016
C -1.3116 1.3436 -2.9565 -1.73 2.20 1.59 0.142
C -1.8341 -0.0512 -3.1164 -2.92 0.78 2.73 0.186
C -1.8731 -0.6808 -4.4544 -0.52 -0.64 -1.30 0.078
C -0.4735 -1.0179 -5.2127 -0.95 -0.46 -1.28 0.079
C 0.7783 -0.5432 -4.6060 3.55 0.35 -1.19 0.163
C 0.9518 0.9237 -4.3417 2.83 0.92 -1.34 0.107
C 0.1033 2.0189 -4.9578 -0.99 0.78 0.11 0.025
C -1.2037 2.3620 -4.0910 0.99 0.08 -0.77 0.026
H -2.4082 -0.0827 -5.2216 -0.24 -0.45 0.67 0.011
H -0.6523 -0.5751 -6.2152 0.36 -0.59 0.22 0.015
H -2.3149 -1.6780 -4.2949 -0.25 0.57 -0.47 0.005
H -2.0458 2.3874 -4.8148 0.12 0.05 0.76 0.006
H -1.0600 1.8929 -1.9278 -1.22 -1.63 -1.74 0.025
H -2.1046 -0.6996 -2.2209 -0.19 1.06 -1.06 0.038
H -1.0601 3.3803 -3.6581 -0.36 -0.70 -0.34 0.001
H 0.6910 2.9535 -5.0094 -0.18 -0.50 -0.46 0.002
H 1.9228 1.3660 -3.8880 -1.31 -1.39 -0.97 0.021
H -0.2713 1.7283 -5.9461 0.44 0.21 -0.11 0.004
H -0.3996 -2.1184 -5.2553 -0.22 0.54 -0.34 0.003
H 1.6013 -1.2859 -4.4050 -0.70 1.03 -0.62 0.030
P -2.4134 1.5812 2.1270 1.36 -0.11 1.01 0.000
C -3.8085 0.9299 3.0826 -0.51 -0.15 -0.16 0.000
H -4.7003 1.5249 2.8421 0.15 -0.28 0.03 0.000
H -3.6339 0.9949 4.1672 0.16 0.10 -0.46 0.000
H -4.0069 -0.1237 2.8348 0.14 0.34 0.02 0.000
C -2.7375 3.3054 1.6938 -0.26 0.37 -0.33 0.000
H -3.7300 3.6266 2.0436 0.30 -0.19 -0.16 0.000
H -2.6988 3.4115 0.6013 -0.05 0.02 0.23 0.000
H -1.9869 3.9770 2.1361 -0.17 -0.40 -0.14 0.000
C -1.9905 0.5526 0.7091 -0.14 -0.27 -0.53 0.002
H -1.1209 0.9238 0.1270 -0.48 0.09 0.49 0.002
H -2.8542 0.5135 0.0211 0.31 0.03 0.22 0.001
H -1.7464 -0.4837 1.0137 -0.17 0.41 0.07 0.000
P 2.4032 2.5028 -1.0244 0.04 -0.27 -0.01 0.010
C 4.2103 2.1731 -1.3324 -0.36 -0.27 -0.38 0.001
H 4.8172 3.0988 -1.3945 -0.22 -0.64 0.19 0.000
H 4.1676 1.6800 -2.3213 0.47 0.34 0.28 0.000
H 4.6337 1.4146 -0.6412 -0.25 0.65 -0.24 0.000
C 2.2581 4.2729 -1.5514 -0.29 -0.33 -0.18 0.001
H 2.1009 4.2051 -2.6412 0.40 0.28 0.27 0.000
H 3.1231 4.9144 -1.2964 -0.54 -0.28 -0.12 0.000
H 1.3037 4.6805 -1.1823 0.43 0.01 0.14 0.000
C 2.2378 2.5222 0.8026 -0.05 -0.03 0.21 0.002
H 2.8490 3.2612 1.3336 -0.09 -0.21 0.01 0.000
H 2.4094 1.5068 1.1830 0.44 0.21 -0.12 0.000
H 1.1824 2.6593 1.0427 -0.08 0.45 -0.03 0.000
F 2.0833 1.6666 6.0412 -1.12 0.00 -1.06 0.000
C 1.0727 1.6565 5.1152 0.46 0.09 0.71 0.000
C -0.0611 2.4375 5.3550 0.24 -0.10 0.04 0.000
C -1.0792 2.4064 4.4136 -0.41 0.15 -0.07 0.000
C -0.9873 1.6118 3.2626 0.43 -0.44 -0.12 0.000
C 0.1731 0.8326 3.0559 -0.62 0.33 -0.19 0.001
C 1.2065 0.8595 3.9860 0.36 -0.20 -0.01 0.000
H -0.1422 3.0418 6.2624 0.11 -0.24 -0.37 0.000
H -1.9850 3.0118 4.5758 0.50 -0.25 0.05 0.000
H 0.2576 0.2098 2.1564 0.09 0.28 0.41 0.001
H 2.1151 0.2556 3.8392 -0.52 0.40 0.13 0.000
```
Positions in Å, forces in eV/Å.


# 3
C7H15N4 as an isolated structure. Source: the OMol25 dataset; level of theory: ωB97M-V/def2-TZVPD.

Output
- HOMO-LUMO gap (eV) = 9.124
- highest occupied orbital energy (eV) = -12.20
- 2S+1 = 1
- charge = +1
- ΔE to the lowest compared entry with this formula, charge and spin (eV) = 2.885

The geometry in XYZ format:
```
26
Properties=species:S:1:pos:R:3:forces:R:3:mulliken_charge:R:1
C 0.0645 -0.8164 0.0144 -0.17 5.08 1.21 0.859
C -2.2261 -1.4627 -0.0705 -0.60 1.40 -1.26 -0.685
C 1.6710 1.6979 0.1169 1.42 1.02 1.22 -0.822
C 2.2550 0.2579 -0.0423 -2.31 2.86 -1.23 -0.561
C -2.7485 -0.0558 0.3294 0.40 0.50 0.77 -0.554
C -0.4919 1.0468 0.3314 0.54 -4.11 -0.24 -0.633
C 2.0475 -2.1209 -0.0335 -0.12 -1.69 -3.73 -1.036
N -0.7949 -1.6900 -0.0745 -1.63 -1.34 -0.19 -0.585
N 0.3421 1.9152 -0.3711 -0.63 -0.62 -0.54 -0.293
N 1.3951 -0.8718 0.0362 -0.66 0.59 0.62 0.004
N -1.8012 0.9973 -0.2796 -0.58 -1.42 -1.84 -0.146
H -2.7775 -2.1353 0.5492 0.06 -0.86 0.41 0.397
H -2.6624 -1.5737 -1.1185 0.85 -0.31 1.09 0.313
H 1.7705 2.1331 1.1287 -0.16 -0.74 0.18 0.333
H 2.3871 2.3207 -0.4178 -0.17 0.03 -0.37 0.421
H 2.5947 0.3866 -1.0365 0.87 -0.84 -1.26 0.407
H 3.0635 0.2530 0.6028 1.61 -0.65 1.39 0.385
H -3.7127 0.0916 -0.1623 0.12 0.03 0.04 0.385
H -2.9368 0.2305 1.4467 0.92 -0.72 -1.91 0.336
H -0.6591 1.0658 1.3850 0.44 0.60 1.08 0.392
H 1.2293 -2.8714 -0.2607 1.41 0.55 -0.03 0.328
H 2.9005 -2.0856 -0.8423 -1.80 -0.27 1.27 0.287
H 2.4907 -2.3833 0.8564 1.07 -0.53 2.22 0.359
H -0.0081 2.8677 -0.3789 0.55 0.19 0.18 0.270
H -1.4660 0.7718 -1.2840 -1.67 0.55 1.35 0.462
H -2.3340 1.8548 -0.2246 0.24 0.70 -0.43 0.375
```
Positions in Å, forces in eV/Å.


# 4
An isolated molecule of C4H8OS. Source: the OMol25 dataset; level of theory: ωB97M-V/def2-TZVPD.

Output
- SMILES = CC[C@@H]1O[C@H]1S
- HOMO-LUMO gap (eV) = 8.801
- highest occupied orbital energy (eV) = -7.89
- 2S+1 = 1
- ΔE to the lowest compared entry with this formula, charge and spin (eV) = 3.282

The geometry in XYZ format:
```
14
Properties=species:S:1:pos:R:3:forces:R:3:mulliken_charge:R:1
C 0.2780 -0.7560 1.2129 2.45 -4.60 -2.54 -0.017
C 1.2089 -1.7540 0.0297 -2.83 2.99 3.31 -0.207
C -0.4729 0.7647 -0.4546 0.74 -0.15 -0.13 -1.133
C 0.2788 0.6506 0.8750 -1.17 -1.01 -1.74 -0.553
O 1.4344 -1.6022 1.4078 0.19 0.43 0.71 -0.402
S 0.5068 -3.1716 -0.6718 0.02 -1.50 0.84 -0.236
H -0.6139 -1.1813 1.6913 0.29 -0.04 -0.61 0.389
H 1.8698 -1.1297 -0.5288 0.32 0.03 -0.73 0.380
H 0.2154 0.5568 -1.2611 0.27 0.15 -0.31 0.303
H -0.8835 1.7237 -0.5608 -0.50 1.53 -0.37 0.372
H -1.2491 0.0678 -0.6037 -1.10 -0.95 0.26 0.365
H -0.3248 1.0866 1.6032 -0.30 1.73 1.47 0.320
H 1.2086 1.0375 0.5988 1.69 0.92 0.85 0.271
H 0.6010 -3.9051 0.5051 -0.07 0.48 -1.03 0.148
```
Positions in Å, forces in eV/Å.


no.,energy (eV)
1,-5114.4759
2,-87573.2595
3,-13453.4184
4,-17157.1684